No. 1
ORCA calculation (the ωB97M-V functional and the def2-TZVPD basis) on a structure of composition C35H29N4O7PtS2Te.

```
79
Properties=species:S:1:pos:R:3:forces:R:3
Pt 2.261 0.797 2.019 0.0 0.3 0.2
O 4.385 1.199 4.902 0.1 0.0 0.0
S 4.177 -0.095 4.339 -0.2 -0.1 0.0
O 5.128 -1.134 4.639 0.0 0.0 0.0
O 3.965 -0.062 2.829 0.1 0.1 0.1
C 2.569 -0.720 4.862 0.0 -0.1 -0.2
C 2.492 -2.098 5.013 0.0 0.0 0.1
C 1.270 -2.733 5.184 0.0 0.0 0.0
C 0.107 -1.983 5.192 0.0 0.0 0.0
C 0.174 -0.605 5.045 0.0 0.0 0.1
C 1.394 0.038 4.874 0.0 0.0 0.1
S 1.303 1.841 4.779 0.0 -0.2 -0.1
O 1.875 2.338 5.994 0.0 0.2 -0.1
O -0.104 2.129 4.563 0.0 0.0 0.0
O 2.095 2.232 3.553 0.1 -0.2 0.0
H 3.414 -2.662 4.983 0.0 0.0 0.0
H 1.234 -3.809 5.301 0.0 0.0 0.0
H -0.856 -2.464 5.315 0.0 0.0 0.0
H -0.722 -0.002 5.055 0.0 0.0 0.0
C -8.204 -4.846 -4.572 0.0 0.0 0.0
O -7.042 -5.492 -4.090 0.0 0.0 -0.1
C -6.109 -4.723 -3.468 0.0 0.0 0.0
C -6.280 -3.379 -3.162 0.0 0.0 0.0
C -5.259 -2.692 -2.517 0.0 0.0 0.0
C -4.074 -3.322 -2.167 0.0 0.0 0.0
C -3.918 -4.675 -2.483 0.0 0.0 0.0
C -4.919 -5.367 -3.124 0.0 0.0 0.0
C -2.981 -2.621 -1.486 -0.1 0.0 0.0
N -1.762 -3.082 -1.348 0.0 0.0 0.0
C -1.085 -2.113 -0.650 0.0 0.0 0.0
C -1.913 -1.049 -0.363 0.0 0.0 0.0
N -3.129 -1.390 -0.904 0.1 0.0 0.0
C -1.496 0.127 0.338 0.0 0.1 0.0
C -2.260 1.260 0.648 0.0 -0.1 0.0
C -1.657 2.313 1.297 0.1 0.1 0.1
C -0.310 2.247 1.659 -0.1 0.0 -0.1
N 0.409 1.162 1.405 0.0 0.0 0.1
C -0.160 0.118 0.745 0.1 -0.1 -0.1
C 0.716 -0.979 0.459 -0.1 0.2 -0.1
N 1.993 -0.824 0.896 0.1 -0.1 0.1
C 2.898 -1.751 0.611 -0.1 -0.1 -0.1
C 2.542 -2.903 -0.095 0.1 0.1 0.0
C 1.246 -3.094 -0.520 -0.1 0.0 0.0
C 0.295 -2.102 -0.253 0.1 -0.1 0.0
H -8.763 -5.600 -5.120 0.0 0.0 0.0
H -7.950 -4.023 -5.244 0.0 0.0 0.0
H -8.819 -4.469 -3.750 0.0 0.0 0.0
H -7.189 -2.856 -3.420 0.0 0.0 0.0
H -5.410 -1.639 -2.310 0.0 0.0 0.0
H -2.993 -5.167 -2.216 0.0 0.0 0.0
H -4.807 -6.413 -3.373 0.0 0.0 0.0
H -3.972 -0.846 -0.874 0.0 0.0 0.0
H -3.308 1.311 0.381 0.0 0.0 0.0
H -2.211 3.204 1.552 0.0 0.0 0.0
H 0.204 3.046 2.170 0.0 0.0 0.0
H 3.897 -1.558 0.979 0.0 0.0 0.0
H 3.308 -3.639 -0.296 0.0 0.0 0.0
H 0.950 -3.983 -1.061 0.0 0.0 0.0
C 1.960 5.701 -4.378 0.0 0.0 0.0
C 2.485 4.968 -3.172 0.0 0.0 0.0
C 2.238 3.618 -2.982 0.0 0.0 0.0
C 2.740 2.920 -1.884 0.0 0.0 0.0
C 2.426 1.454 -1.780 0.0 0.0 0.0
C 3.524 3.580 -0.921 -0.1 0.0 -0.1
Te 4.368 2.573 0.747 -0.2 -0.2 -0.1
C 3.768 4.956 -1.106 0.0 0.0 0.0
C 4.583 5.742 -0.116 0.0 0.0 0.0
C 3.253 5.618 -2.214 0.0 0.0 0.0
H 1.304 5.060 -4.968 0.0 0.0 0.0
H 2.773 6.032 -5.030 0.0 0.0 0.0
H 1.392 6.590 -4.093 0.0 0.0 0.0
H 1.639 3.082 -3.713 0.0 0.0 0.0
H 1.835 1.123 -2.637 0.0 0.0 0.0
H 1.877 1.244 -0.862 0.0 0.0 0.0
H 3.343 0.863 -1.718 0.0 0.0 0.0
H 4.162 5.660 0.887 0.0 0.0 0.0
H 4.630 6.794 -0.405 0.0 0.0 0.0
H 5.599 5.349 -0.043 0.0 0.0 0.0
H 3.459 6.678 -2.329 0.0 0.0 0.0
```
Forces are in eV/Å.

Output
**Frontier orbital gap (alpha / beta)**: 0.1641 / 0.1643 Ha
**Total charge**: -1
**Energy**: -3280.712386 hartree
**E_HOMO (alpha / beta)**: -3.255 / -3.259 eV

No. 2
ORCA calculation (the ωB97M-V functional and the def2-TZVPD basis) on a cluster of 5 separate species, C25H45N9O9S in total in a non-equilibrium geometry.

```
89
Properties=species:S:1:pos:R:3:forces:R:3
C -0.490 -3.069 1.894 0.5 0.6 -0.4
C -1.394 -2.809 3.200 1.8 0.9 -0.5
S -3.229 -2.828 2.908 -0.1 -0.4 0.1
C -3.630 -2.427 1.143 0.6 0.8 -1.2
C -2.843 -1.176 0.533 0.8 0.4 -2.2
C -2.621 -1.034 -0.878 0.2 0.1 2.2
C -3.117 -2.071 -1.986 0.4 0.8 -0.4
N -4.541 -2.497 -1.863 1.0 -0.1 0.2
C -1.774 0.230 -1.424 -0.1 0.8 -0.9
O -2.046 0.810 -2.505 1.0 -2.2 3.8
C -0.557 0.675 -0.460 1.5 0.3 2.2
C -0.803 0.524 1.088 2.3 0.6 -1.1
C 0.311 0.887 2.128 0.8 0.6 -3.7
C 1.675 1.402 1.610 -3.4 -1.3 -2.6
C 1.901 1.540 0.049 -1.3 -0.4 0.9
C 3.371 2.041 -0.386 -0.4 -0.6 1.4
C 4.375 0.775 -0.284 0.1 -0.3 -0.9
C 4.715 0.097 -1.710 0.7 -0.7 0.2
O 3.748 0.402 -2.741 0.2 -1.2 0.6
C 3.668 -0.637 -3.740 -0.6 0.7 -0.9
C 0.812 1.192 -0.997 -1.2 -1.0 3.2
O 0.976 1.309 -2.415 -0.6 1.5 3.3
C 0.986 2.763 -2.657 0.6 0.7 -1.4
C 0.060 3.212 -3.889 -0.7 1.3 0.2
C -1.397 3.784 -3.431 0.3 0.0 -0.9
O -0.108 2.198 -4.911 0.1 1.1 0.1
C -2.240 -0.059 1.537 -0.4 1.0 0.7
O -2.833 0.357 2.558 2.0 -1.6 -3.4
H 0.033 -2.073 1.619 -0.8 -1.6 0.3
H 0.351 -3.832 2.058 -1.4 1.0 -0.1
H -1.073 -3.383 0.963 0.7 0.3 1.4
H -1.059 -3.505 4.055 -1.3 1.0 -1.4
H -1.129 -1.746 3.572 -0.5 -1.7 -0.5
H -4.752 -2.184 1.067 1.6 -0.5 0.6
H -3.451 -3.332 0.469 -0.2 1.3 0.9
H -3.021 -1.553 -3.017 0.2 -0.7 1.7
H -2.402 -2.981 -2.014 -1.1 1.4 0.2
H -5.045 -2.003 -1.118 0.3 -0.6 -0.6
H -4.602 -3.518 -1.768 -0.2 0.9 0.2
H 0.165 0.780 3.250 -0.1 0.1 -1.8
H 2.503 1.635 2.376 -1.4 -0.3 -1.6
H 3.701 2.764 0.454 -0.6 -0.9 -1.6
H 3.391 2.562 -1.398 -0.1 -0.9 1.5
H 3.893 -0.052 0.363 0.9 1.5 -0.9
H 5.391 1.079 0.173 -1.7 -0.5 -0.6
H 5.757 0.401 -2.118 -1.4 -0.3 0.8
H 4.766 -1.042 -1.525 -0.1 1.7 -0.4
H 3.351 -1.661 -3.334 0.8 1.4 -0.3
H 2.837 -0.310 -4.473 1.4 -0.4 1.2
H 4.659 -0.651 -4.310 -1.2 -0.4 0.7
H 0.672 3.348 -1.715 0.6 -0.8 -1.5
H 2.071 3.025 -2.954 -1.7 -0.3 0.6
H 0.604 4.109 -4.384 -0.6 -1.3 0.9
H -1.453 4.907 -3.691 0.1 -1.6 0.7
H -1.607 3.608 -2.322 0.1 0.2 -1.7
H -2.175 3.275 -4.116 1.1 0.6 1.4
H -0.442 2.681 -5.708 0.4 -0.7 1.1
C -1.253 -3.862 7.246 -0.2 0.3 -0.4
O -1.581 -3.178 6.288 0.1 -0.1 0.2
N -1.082 -5.205 7.162 0.0 -0.7 -0.3
N -1.032 -3.337 8.477 0.1 0.5 0.6
H -0.813 -5.784 7.937 0.0 0.1 -0.1
H -1.237 -5.632 6.263 0.0 0.1 0.2
H -1.149 -2.342 8.579 0.0 -0.2 0.0
H -0.763 -3.881 9.276 0.0 0.0 -0.1
C 7.240 -1.753 0.421 -0.5 0.0 0.1
O 6.030 -1.662 0.560 0.2 -0.1 0.0
N 7.817 -2.696 -0.365 0.1 -0.6 -0.5
N 8.112 -0.920 1.042 0.2 0.6 0.5
H 8.808 -2.787 -0.492 -0.1 0.0 0.0
H 7.201 -3.333 -0.843 0.1 0.1 0.1
H 7.722 -0.206 1.635 0.1 -0.1 -0.1
H 9.109 -0.978 0.941 -0.1 0.0 0.0
C -7.433 -0.643 -3.523 0.2 -0.3 0.4
O -7.465 -1.453 -2.611 -0.2 0.1 0.0
N -6.305 0.024 -3.868 0.7 0.2 0.0
N -8.525 -0.339 -4.271 -0.8 0.0 -0.3
H -6.257 0.694 -4.614 0.0 -0.1 0.1
H -5.473 -0.175 -3.335 -0.1 0.0 -0.1
H -9.383 -0.815 -4.045 0.2 0.1 0.0
H -8.519 0.323 -5.025 0.0 -0.1 0.1
C 0.435 5.310 1.395 0.1 -0.2 -0.1
O 1.071 4.859 0.460 0.2 0.0 -0.4
N 0.091 6.620 1.487 0.0 0.8 -0.2
N 0.020 4.538 2.421 -0.1 -0.7 0.6
H -0.433 7.008 2.250 0.0 -0.1 -0.1
H 0.385 7.225 0.738 -0.1 -0.1 0.2
H 0.258 3.558 2.381 -0.1 0.1 0.0
H -0.503 4.882 3.206 0.0 0.0 -0.1
```
Forces are in eV/Å.

Output
**Frontier orbital gap**: 0.2663 Ha
**Energy**: -2547.563357 hartree
**E_HOMO**: -7.722 eV

No. 3
ORCA calculation (the ωB97M-V functional and the def2-TZVPD basis) on a cluster of 3 separate species, C36H65Br2N5O7S2 in total in a non-equilibrium geometry.

```
117
Properties=species:S:1:pos:R:3:forces:R:3
C 3.155 7.907 0.204 -0.1 0.1 0.0
C 2.266 7.643 -0.793 -0.1 0.1 -0.1
C 1.695 6.276 -1.113 -1.2 0.2 1.6
C 0.289 6.076 -0.503 1.5 0.5 -1.1
O -0.155 4.792 -0.924 -0.8 0.0 1.3
C -1.467 4.476 -0.581 0.6 0.0 -0.6
Br -2.465 4.813 -2.335 -0.2 0.1 0.0
N -2.040 5.346 0.432 -0.1 0.2 -1.4
C -2.982 6.067 0.078 -2.7 0.2 1.7
O -4.018 6.639 0.078 2.7 -0.7 -0.5
C -1.572 2.939 -0.274 -1.4 -0.2 -0.4
C -0.868 2.520 1.032 0.9 0.7 0.8
C 0.121 3.491 1.722 0.6 -0.1 -0.2
C 1.591 3.436 1.252 0.1 0.0 1.3
C 2.269 2.129 1.736 -0.3 0.1 -0.5
C -3.048 2.465 -0.157 -0.1 0.2 0.6
C -3.946 3.092 0.939 -0.8 -0.5 -0.3
C -5.219 3.708 0.294 0.8 -1.1 0.5
C -6.341 2.694 0.121 -1.1 0.3 -0.4
O -7.432 3.062 -0.235 0.1 0.0 0.2
O -6.123 1.378 0.408 0.8 0.8 0.6
C -7.164 0.783 1.183 -0.4 -0.8 0.2
C -7.474 1.498 2.512 -0.1 -0.5 0.0
O -1.142 2.410 -1.530 0.6 -0.1 0.5
C -0.483 1.199 -1.753 0.4 -0.8 -0.8
C 1.009 1.126 -1.299 -0.5 -0.6 -1.0
C 1.822 0.312 -2.357 0.6 0.6 0.6
C 2.821 -0.689 -1.762 -0.3 -0.3 -0.3
S 4.209 0.148 -0.935 0.5 0.1 0.2
C 4.400 -0.591 0.631 -0.6 -1.0 0.0
S 3.348 -1.621 1.326 -0.2 0.2 0.0
N 5.586 -0.276 1.341 -2.6 -0.1 -2.4
C 5.559 0.261 2.579 1.3 0.2 0.9
C 6.886 0.369 2.886 -0.8 0.3 0.6
N 7.637 -0.102 1.869 2.4 -0.1 0.0
C 6.857 -0.485 0.916 -0.3 0.5 0.7
C -1.270 -0.130 -1.564 0.8 0.3 0.5
Br -3.000 -0.071 -2.506 0.3 0.2 0.1
C -1.373 -0.761 -0.173 -0.8 -1.1 0.1
C -0.168 -1.657 0.220 -0.8 0.4 -0.7
H 2.898 7.783 1.257 0.8 -1.9 -0.1
H 4.147 8.304 -0.010 -0.7 1.8 0.2
H 1.899 8.478 -1.398 1.4 -0.4 -1.2
H 1.680 6.133 -2.194 -0.1 0.2 0.0
H 2.375 5.532 -0.698 -0.1 0.0 -0.1
H 0.414 6.167 0.577 -0.4 -0.2 0.0
H -0.325 6.895 -0.890 -0.4 -0.3 0.1
H -0.333 1.570 0.968 -0.2 0.0 -0.5
H -1.622 2.314 1.798 -0.3 0.1 -0.3
H -0.192 4.534 1.731 -0.4 -0.2 -0.1
H 0.152 3.186 2.774 -0.1 0.1 0.0
H 2.095 4.250 1.788 0.0 0.1 -0.2
H 1.728 3.647 0.194 -0.2 -0.3 0.0
H 2.964 2.303 2.559 0.1 0.1 -0.2
H 2.780 1.654 0.899 0.2 -0.1 0.3
H 1.534 1.417 2.126 0.0 0.0 -0.2
H -3.018 1.389 0.024 0.2 0.1 0.0
H -3.555 2.555 -1.116 0.3 0.2 -0.1
H -4.334 2.274 1.553 0.3 0.1 0.1
H -3.464 3.775 1.636 0.2 0.1 -0.3
H -5.015 4.089 -0.707 0.0 0.4 0.1
H -5.623 4.485 0.942 -0.2 0.1 -0.3
H -6.812 -0.220 1.424 0.2 0.1 -0.2
H -8.060 0.631 0.580 0.0 0.4 -0.1
H -8.555 1.608 2.599 0.1 0.4 0.1
H -6.964 2.452 2.645 -0.2 0.1 -0.2
H -7.170 0.864 3.347 0.1 0.1 0.0
H -0.341 1.188 -2.842 -0.4 0.5 0.0
H 1.149 0.673 -0.320 0.1 0.4 0.1
H 1.363 2.152 -1.382 0.0 0.0 0.7
H 1.176 -0.186 -3.084 0.1 -0.2 0.2
H 2.421 1.026 -2.932 -0.2 0.0 -0.2
H 2.331 -1.390 -1.088 0.2 0.1 0.2
H 3.271 -1.258 -2.578 0.1 0.0 0.1
H 4.686 0.505 3.149 -0.3 -0.1 -0.2
H 7.277 0.770 3.804 0.3 0.0 0.0
H 7.103 -0.927 -0.032 0.0 0.0 -0.1
H -0.703 -0.843 -2.166 -0.1 0.0 0.0
H -2.200 -1.479 -0.242 -0.1 0.2 0.0
H -1.676 -0.093 0.632 0.2 0.2 -0.2
H -0.550 -2.535 0.740 0.2 0.2 0.4
H 0.230 -2.048 -0.722 0.4 0.0 0.2
H 0.585 -1.133 0.798 0.2 -0.2 0.0
C -5.704 -4.700 -3.442 -0.2 0.0 -0.1
C -4.506 -3.760 -3.542 0.0 -0.3 0.1
C -3.418 -4.246 -4.513 0.1 0.3 -0.1
O -2.605 -5.293 -4.013 -0.1 0.0 -0.2
C -3.163 -6.589 -4.122 0.2 0.0 0.2
N -3.972 -3.527 -2.199 0.3 0.0 -0.1
H -5.489 -5.582 -2.839 0.1 0.0 0.0
H -6.544 -4.190 -2.972 0.0 0.0 0.0
H -6.026 -5.033 -4.431 0.0 0.0 0.0
H -4.876 -2.805 -3.929 0.1 0.0 0.0
H -2.736 -3.411 -4.696 0.0 0.0 0.1
H -3.846 -4.523 -5.485 -0.1 -0.1 0.0
H -3.770 -6.697 -5.025 -0.1 0.0 0.0
H -3.760 -6.829 -3.239 -0.1 -0.1 -0.1
H -2.340 -7.302 -4.169 0.0 0.1 0.0
H -3.245 -2.818 -2.260 -0.2 0.1 0.1
H -3.471 -4.368 -1.921 -0.1 0.0 0.0
C 6.807 -6.231 1.725 0.2 0.0 0.0
C 5.886 -5.119 2.218 -0.1 -0.3 -0.1
C 5.189 -5.439 3.550 0.0 0.3 0.1
O 4.106 -6.345 3.447 0.2 -0.1 0.1
C 4.471 -7.712 3.405 -0.3 0.0 -0.1
N 4.920 -4.798 1.163 -0.1 0.1 0.2
H 6.254 -7.065 1.293 -0.1 0.0 0.0
H 7.470 -5.852 0.947 -0.1 0.0 0.0
H 7.428 -6.615 2.536 0.0 0.0 0.0
H 6.508 -4.235 2.387 -0.1 0.0 0.1
H 4.755 -4.511 3.932 -0.1 0.0 0.0
H 5.909 -5.784 4.303 0.0 -0.1 -0.1
H 5.352 -7.917 4.019 0.0 0.0 0.0
H 4.647 -8.035 2.376 0.2 -0.1 0.0
H 3.633 -8.292 3.794 0.0 0.1 0.0
H 4.381 -3.986 1.454 0.1 0.0 -0.1
H 4.236 -5.550 1.138 0.1 0.0 -0.1
```
Forces are in eV/Å.

Output
**Frontier orbital gap**: 0.2757 Ha
**Energy**: -8155.354652 hartree
**E_HOMO**: -8.294 eV